[1]
{"formula": "C25H35O3Si", "method": "the ωB97M-V functional and the def2-TZVPD basis", "e_homo_ev": -10.491, "spin_multiplicity": 1, "total_charge": 1, "species": ["C", "Si", "C", "C", "O", "C", "C", "C", "C", "C", "C", "C", "H", "H", "H", "H", "H", "H", "H", "H", "H", "H", "H", "H", "H", "H", "H", "H", "H", "H", "H", "H", "C", "O", "C", "C", "C", "C", "C", "C", "C", "C", "C", "O", "C", "C", "C", "C", "C", "H", "H", "H", "H", "H", "H", "H", "H", "H", "H", "H", "H", "H", "H", "H"], "xyz": [[2.2013, -4.8303, 0.4605], [2.9711, -3.1365, 0.5797], [2.6244, -2.3248, 2.2200], [4.8124, -3.2524, 0.2779], [2.1447, -2.2587, -0.6001], [2.3593, -1.0049, -1.0986], [1.3693, -0.0828, -1.0010], [1.5867, 1.3407, -1.3729], [1.8805, 1.6259, -2.8595], [3.2996, 1.2592, -3.2830], [3.6168, -0.2287, -3.1792], [3.6938, -0.7405, -1.7345], [2.5246, -5.4527, 1.3067], [1.1051, -4.7669, 0.4765], [2.5016, -5.3340, -0.4680], [3.2625, -2.7754, 2.9942], [2.8241, -1.2465, 2.2000], [1.5776, -2.4719, 2.5153], [5.2619, -3.7920, 1.1242], [5.0381, -3.8169, -0.6364], [5.2991, -2.2712, 0.2132], [0.4302, -0.3324, -0.5341], [0.6811, 1.8967, -1.0884], [2.4167, 1.7622, -0.7778], [1.1573, 1.0962, -3.4936], [1.7442, 2.7013, -3.0365], [3.4555, 1.5760, -4.3217], [4.0128, 1.8215, -2.6663], [2.8839, -0.8197, -3.7423], [4.5938, -0.4058, -3.6476], [4.1953, 0.0211, -1.1137], [4.3023, -1.6535, -1.7189], [-7.2107, 1.1596, -2.4747], [-6.0583, 0.3719, -2.8588], [-4.9702, 0.2961, -2.0486], [-3.8426, -0.4141, -2.5415], [-2.7307, -0.5862, -1.7551], [-2.6362, -0.0059, -0.4592], [-1.4456, -0.2039, 0.3167], [-1.0615, 0.6220, 1.4172], [-0.2291, 0.1259, 2.4651], [-0.0165, 0.8542, 3.6101], [-0.6947, 2.0882, 3.7973], [-0.6769, 2.6163, 5.0463], [-1.5194, 3.7535, 5.3295], [-1.3717, 2.6851, 2.7039], [-1.5141, 1.9679, 1.5316], [-3.7930, 0.6697, 0.0296], [-4.9203, 0.8529, -0.7505], [-7.8939, 1.0629, -3.3202], [-7.6913, 0.7656, -1.5694], [-6.9385, 2.2141, -2.3310], [-3.9148, -0.8342, -3.5415], [-1.8892, -1.1762, -2.1235], [-1.0060, -1.2067, 0.2655], [0.1915, -0.8743, 2.3789], [0.6036, 0.4759, 4.4209], [-1.3899, 3.9210, 6.3986], [-1.1829, 4.6313, 4.7628], [-2.5735, 3.5420, 5.1028], [-1.8280, 3.6714, 2.8163], [-2.0417, 2.4216, 0.6949], [-3.7967, 1.0364, 1.0533], [-5.7844, 1.3937, -0.3612]]}

[2]
{"formula": "C4H9BNO2", "method": "the ωB97M-V functional and the def2-TZVPD basis", "e_homo_ev": -13.381, "spin_multiplicity": 1, "smiles": "OB(O)C1=C[NH2+]CC1", "total_charge": 1, "species": ["O", "B", "O", "C", "C", "N", "C", "C", "H", "H", "H", "H", "H", "H", "H", "H", "H"], "xyz": [[-2.9137, 0.9724, 0.2789], [-2.3528, -0.1467, -0.0614], [-2.8540, -1.3727, -0.0872], [-0.7843, -0.0970, -0.2088], [0.2205, -1.2768, -0.3444], [1.5043, -0.8783, -0.0664], [1.5133, 0.6181, 0.3210], [0.1724, 1.1244, -0.1763], [-3.8022, 0.7892, 0.4603], [-3.7299, -1.5601, 0.2182], [-0.1523, -2.2192, -0.6769], [2.0876, -1.5500, 0.5617], [1.9767, -0.8497, -0.9660], [2.4310, 0.9029, -0.2762], [1.7242, 0.7248, 1.3669], [0.1481, 1.5213, -1.2030], [-0.1527, 1.9849, 0.4931]]}

[3]
{"formula": "C48H91F3N3O28S", "method": "the ωB97M-V functional and the def2-TZVPD basis", "e_homo_ev": -11.326, "spin_multiplicity": 1, "total_charge": 1, "species": ["C", "O", "C", "C", "C", "C", "C", "C", "C", "N", "C", "N", "O", "C", "S", "O", "O", "N", "C", "O", "C", "C", "O", "C", "C", "O", "C", "C", "C", "C", "O", "C", "O", "C", "C", "O", "C", "C", "F", "F", "F", "H", "H", "H", "H", "H", "H", "H", "H", "H", "H", "H", "H", "H", "H", "H", "H", "H", "H", "H", "H", "H", "H", "H", "H", "H", "H", "H", "H", "H", "H", "H", "H", "H", "H", "H", "H", "H", "H", "H", "H", "H", "H", "H", "C", "C", "O", "C", "O", "O", "C", "H", "H", "H", "H", "H", "H", "H", "H", "C", "C", "O", "C", "O", "O", "C", "H", "H", "H", "H", "H", "H", "H", "H", "C", "C", "O", "C", "O", "O", "C", "H", "H", "H", "H", "H", "H", "H", "H", "C", "C", "O", "C", "O", "O", "C", "H", "H", "H", "H", "H", "H", "H", "H", "C", "C", "O", "C", "O", "O", "C", "H", "H", "H", "H", "H", "H", "H", "H", "C", "C", "O", "C", "O", "O", "C", "H", "H", "H", "H", "H", "H", "H", "H"], "xyz": [[-5.0785, 4.9587, -0.2278], [-4.2616, 4.8581, -1.4220], [-3.8602, 3.4997, -1.7027], [-2.3276, 3.5952, -2.2559], [-2.0302, 2.5981, -3.4760], [-1.5061, 1.1423, -3.0436], [-0.1240, 1.2089, -2.2300], [-0.0582, -0.0388, -1.2192], [0.1556, 0.4141, 0.3390], [1.1486, -0.4004, 1.0370], [0.7291, -1.2942, 2.0625], [-0.0291, -1.0546, 3.1326], [-0.5244, 0.1874, 3.3317], [-0.3783, -2.0886, 4.1806], [-1.6765, -3.2888, 3.6258], [-2.0274, -4.1033, 4.8636], [-2.9551, -2.6289, 3.1672], [1.2736, -2.6873, 1.9828], [2.6852, -2.5859, 1.4624], [2.7148, -2.7969, 0.0130], [3.5788, -3.8037, 2.0752], [2.8324, -5.2172, 2.0320], [2.4834, -5.6641, 0.6945], [1.4768, -6.6704, 0.7137], [0.0603, -6.4350, -0.0227], [1.7545, -7.7525, 1.2892], [3.3636, -1.1516, 1.8128], [2.5443, 0.0729, 1.1029], [3.2618, 0.2803, -0.3320], [3.0638, 1.7394, -0.9635], [4.1589, 2.6688, -0.6748], [3.6786, 4.0197, -0.7514], [3.1339, 4.5233, 0.2465], [2.7466, 1.3490, 2.0650], [4.2909, 1.6340, 2.4508], [4.2609, 2.8425, 3.2911], [4.1545, 2.4031, 4.6685], [3.6137, 3.5657, 5.6469], [4.5333, 3.8562, 6.6957], [2.4134, 3.1447, 6.3165], [3.2998, 4.7513, 4.9585], [-6.1666, 5.0956, -0.5379], [-4.7257, 5.8969, 0.3333], [-4.9772, 4.0816, 0.4937], [-3.8124, 2.8193, -0.7873], [-4.4953, 2.9833, -2.5010], [-1.6636, 3.4491, -1.3398], [-2.1364, 4.6578, -2.6354], [-1.2474, 3.0855, -4.1603], [-2.9895, 2.5165, -4.1107], [-2.3391, 0.5654, -2.5106], [-1.3083, 0.5650, -4.0236], [0.7212, 1.0642, -2.9908], [0.0483, 2.2098, -1.6937], [-1.0389, -0.6470, -1.2490], [0.7841, -0.7736, -1.4632], [0.3992, 1.5252, 0.4394], [-0.8846, 0.2807, 0.8288], [-1.4281, 0.2055, 2.9172], [-0.8289, -1.5275, 5.0833], [0.5634, -2.6150, 4.5445], [-1.1925, -4.2348, 2.6993], [0.7209, -3.2154, 1.2843], [3.6106, -3.1224, -0.2399], [3.8806, -3.5005, 3.1489], [4.5678, -3.9333, 1.4949], [3.5674, -6.0020, 2.4520], [1.9201, -5.1880, 2.7165], [-0.4308, -7.4283, -0.3267], [0.2009, -5.8350, -0.9823], [-0.6986, -5.9142, 0.6658], [4.4548, -1.1978, 1.4771], [3.3846, -0.9554, 2.9437], [2.9218, -0.4957, -1.1147], [4.3959, 0.1114, -0.2210], [2.0731, 2.2455, -0.7203], [3.0739, 1.6059, -2.1136], [3.8757, 4.5799, -1.7378], [2.1955, 1.2385, 3.0759], [2.3519, 2.3180, 1.5970], [4.9714, 1.7695, 1.5477], [4.7422, 0.8167, 3.1169], [5.1812, 2.0661, 5.0807], [3.4517, 1.5167, 4.8165], [-3.7630, -5.7661, 6.5996], [-2.5258, -6.6403, 6.6739], [-2.1855, -6.9320, 8.0348], [-2.9172, -7.8957, 8.6206], [-3.8065, -8.5242, 8.1006], [-2.5041, -8.0186, 9.8918], [-3.2645, -8.9532, 10.6564], [-3.6384, -4.8702, 7.2134], [-3.9625, -5.4655, 5.5699], [-4.6415, -6.2922, 6.9801], [-1.6761, -6.1036, 6.2467], [-2.6477, -7.5618, 6.0977], [-3.3219, -9.9230, 10.1582], [-4.2651, -8.5556, 10.8399], [-2.7631, -9.0877, 11.6154], [-6.2242, 2.3829, -9.2151], [-5.0026, 1.4855, -9.1619], [-4.6579, 1.1694, -7.8067], [-5.4019, 0.2125, -7.2286], [-6.3066, -0.3921, -7.7492], [-4.9821, 0.0646, -5.9607], [-5.7552, -0.8657, -5.2046], [-6.0785, 3.2680, -8.5904], [-6.4254, 2.7008, -10.2402], [-7.1095, 1.8678, -8.8354], [-4.1457, 2.0124, -9.5882], [-5.1454, 0.5742, -9.7491], [-5.8341, -1.8273, -5.7159], [-6.7470, -0.4519, -5.0092], [-5.2505, -1.0232, -4.2505], [7.1074, 3.1580, 8.2967], [8.5513, 3.5395, 8.0333], [9.4470, 2.5764, 8.6016], [9.6034, 1.4447, 7.8960], [9.0702, 1.1856, 6.8427], [10.4341, 0.6402, 8.5772], [10.6167, -0.6407, 7.9772], [6.9415, 2.9937, 9.3646], [6.4320, 3.9408, 7.9492], [6.8455, 2.2274, 7.7877], [8.7691, 4.4942, 8.5176], [8.7461, 3.6685, 6.9651], [10.9143, -0.5521, 6.9304], [9.6995, -1.2271, 8.0677], [11.4117, -1.1539, 8.5190], [-8.7511, 8.7044, 3.7266], [-9.4942, 8.7627, 2.4055], [-8.8325, 9.6383, 1.4843], [-7.7546, 9.1249, 0.8697], [-7.3162, 8.0095, 1.0204], [-7.2327, 10.0759, 0.0793], [-6.0224, 9.6866, -0.5676], [-8.5956, 9.7104, 4.1248], [-9.3087, 8.1153, 4.4577], [-7.7632, 8.2545, 3.6045], [-10.4924, 9.1756, 2.5680], [-9.6238, 7.7677, 1.9711], [-6.1419, 8.7422, -1.1027], [-5.2164, 9.6134, 0.1660], [-5.7649, 10.4616, -1.2902], [3.1674, -2.8848, -6.4668], [4.2198, -3.2382, -5.4337], [5.3625, -2.3826, -5.5548], [5.2235, -1.1593, -5.0205], [4.2395, -0.7421, -4.4551], [6.3529, -0.4724, -5.2484], [6.3026, 0.8837, -4.8079], [3.5987, -2.8826, -7.4710], [2.3406, -3.5976, -6.4370], [2.7643, -1.8845, -6.2927], [4.5719, -4.2580, -5.6061], [3.8147, -3.2047, -4.4183], [5.9971, 0.9522, -3.7614], [5.6242, 1.4558, -5.4446], [7.3043, 1.3036, -4.9023], [-3.8757, -2.1021, -8.8773], [-3.2625, -2.0448, -10.2635], [-1.8357, -1.9322, -10.1873], [-1.1767, -3.0734, -9.9292], [-1.6759, -4.1607, -9.7705], [0.1334, -2.7883, -9.8496], [0.9454, -3.9029, -9.4874], [-3.5416, -1.2540, -8.2734], [-4.9653, -2.0889, -8.9359], [-3.5712, -3.0082, -8.3480], [-3.6198, -1.1522, -10.7827], [-3.5529, -2.9074, -10.8692], [0.7632, -4.7596, -10.1394], [0.7640, -4.1682, -8.4432], [1.9896, -3.6069, -9.5937]]}